1.
{
  "formula": "C54H43N4O5P2Sr",
  "method": "ωB97M-V/def2-TZVPD",
  "symbols": ["Sr", "O", "C", "C", "C", "C", "C", "C", "C", "N", "C", "C", "N", "H", "H", "H", "H", "H", "H", "H", "C", "C", "C", "C", "C", "C", "N", "N", "C", "C", "C", "C", "C", "C", "H", "H", "H", "H", "H", "H", "H", "H", "H", "C", "P", "C", "C", "C", "C", "C", "C", "C", "C", "C", "C", "C", "C", "P", "C", "C", "C", "C", "C", "C", "C", "C", "C", "C", "C", "C", "H", "H", "H", "H", "H", "H", "H", "H", "H", "H", "H", "H", "H", "H", "H", "H", "H", "H", "H", "H", "H", "H", "O", "C", "O", "C", "C", "C", "C", "O", "C", "O", "C", "C", "H", "H", "H", "H", "H"],
  "xyz": [[2.2049, 0.6893, 0.6745], [2.6699, 1.7137, 2.7693], [3.5578, 1.4444, 3.6472], [3.2197, 1.4111, 5.0336], [4.1253, 1.0947, 6.0137], [5.4494, 0.7832, 5.6847], [5.8155, 0.8183, 4.3571], [4.9260, 1.1572, 3.3277], [5.4342, 1.2121, 1.9524], [4.7820, 1.2288, 0.7994], [5.7303, 1.2643, -0.1960], [6.9747, 1.2790, 0.3412], [6.7760, 1.2432, 1.7022], [2.1891, 1.6401, 5.2765], [3.8062, 1.0735, 7.0500], [6.1666, 0.5050, 6.4453], [6.8361, 0.5362, 4.1168], [5.4550, 1.2806, -1.2376], [7.9530, 1.3129, -0.1028], [7.4889, 1.2868, 2.4059], [3.1905, -1.8540, -5.0484], [2.7114, -2.2062, -3.7960], [2.2971, -1.2250, -2.9064], [2.3519, 0.1158, -3.2689], [2.8373, 0.4730, -4.5272], [3.2548, -0.5110, -5.4072], [1.8745, 1.0541, -2.2967], [1.6994, 2.1900, -2.7638], [1.2046, 3.1809, -1.8662], [0.7513, 4.3251, -2.5296], [0.1861, 5.3558, -1.7991], [0.1184, 5.2237, -0.4153], [0.6214, 4.0853, 0.2142], [1.1906, 2.9988, -0.4709], [3.5178, -2.6182, -5.7424], [2.6625, -3.2478, -3.5036], [1.9471, -1.4920, -1.9174], [2.8782, 1.5208, -4.7926], [3.6353, -0.2318, -6.3824], [0.8382, 4.3720, -3.6101], [-0.1936, 6.2434, -2.2911], [-0.3175, 6.0209, 0.1805], [0.5745, 4.0631, 1.3022], [-2.2045, 0.5928, 1.0093], [-1.0627, 0.2399, -0.4118], [-1.6233, -1.4206, -0.9702], [-2.4793, -1.6777, -2.0414], [-2.8392, -2.9797, -2.3565], [-2.3548, -4.0428, -1.6058], [-1.5069, -3.7991, -0.5366], [-1.1419, -2.4958, -0.2241], [-1.5790, 1.3312, -1.7785], [-1.1398, 0.9950, -3.0625], [-1.4004, 1.8222, -4.1420], [-2.0921, 3.0124, -3.9561], [-2.4979, 3.3736, -2.6814], [-2.2365, 2.5424, -1.6007], [-3.9012, -0.1339, 1.0100], [-4.8021, 1.0595, -0.0661], [-5.0503, 2.3783, 0.3169], [-5.7061, 3.2516, -0.5341], [-6.1224, 2.8195, -1.7889], [-5.8965, 1.5084, -2.1751], [-5.2492, 0.6311, -1.3112], [-4.5287, 0.4450, 2.6384], [-3.7130, 0.8286, 3.6994], [-4.2623, 1.1757, 4.9296], [-5.6341, 1.1457, 5.1187], [-6.4594, 0.7605, 4.0681], [-5.9107, 0.4101, 2.8458], [-2.2031, 1.6720, 1.1940], [-1.6670, 0.1520, 1.8549], [-2.8632, -0.8578, -2.6331], [-3.5001, -3.1647, -3.1953], [-2.6341, -5.0584, -1.8590], [-1.1125, -4.6181, 0.0526], [-0.4757, -2.3028, 0.6083], [-0.5781, 0.0811, -3.2184], [-1.0428, 1.5441, -5.1259], [-2.2897, 3.6659, -4.7969], [-3.0095, 4.3138, -2.5172], [-2.5394, 2.8599, -0.6114], [-4.7274, 2.7211, 1.2939], [-5.8860, 4.2739, -0.2248], [-6.6235, 3.5053, -2.4604], [-6.2230, 1.1638, -3.1483], [-5.0804, -0.3964, -1.6077], [-2.6376, 0.8696, 3.5813], [-3.6071, 1.4750, 5.7381], [-6.0599, 1.4194, 6.0756], [-7.5338, 0.7324, 4.2021], [-6.5644, 0.1126, 2.0330], [1.3792, -1.4559, 1.7938], [2.0939, -2.1749, 1.0485], [2.9323, -1.7254, 0.2248], [1.9052, -3.6733, 1.1089], [1.1154, -4.2375, 2.0978], [0.8827, -5.6154, 2.1487], [1.4637, -6.3728, 1.1627], [1.4035, -7.7338, 0.9897], [2.0504, -7.9879, -0.2558], [2.7271, -6.8033, -0.6531], [2.2548, -5.8112, 0.1773], [2.5057, -4.4670, 0.1230], [0.6740, -3.5737, 2.8293], [0.2721, -6.0660, 2.9192], [1.2987, -8.2527, -1.0066], [2.7732, -8.7929, -0.1285], [3.1284, -4.0050, -0.6306]],
  "forces_ev_per_a": [[-0.191, 0.551, -0.310], [0.006, -0.013, 0.029], [0.101, -0.030, -0.012], [-0.020, 0.045, -0.004], [0.005, -0.002, -0.035], [-0.028, 0.006, 0.035], [0.024, -0.004, -0.049], [-0.021, -0.048, 0.060], [0.131, 0.023, -0.019], [-0.059, -0.144, 0.131], [-0.047, 0.046, -0.036], [-0.017, -0.002, 0.031], [0.038, 0.051, 0.022], [0.000, -0.002, 0.004], [0.001, -0.001, 0.006], [-0.005, -0.002, 0.008], [-0.010, -0.002, -0.023], [-0.032, -0.012, 0.001], [0.013, -0.004, 0.011], [-0.007, 0.030, -0.029], [-0.013, 0.023, 0.006], [0.007, -0.017, -0.018], [-0.014, 0.032, 0.028], [-0.060, -0.209, -0.092], [-0.008, 0.059, 0.051], [-0.002, -0.004, 0.008], [0.395, -0.058, 0.076], [-0.145, 0.152, 0.022], [0.039, 0.026, 0.159], [0.065, -0.009, 0.013], [0.049, -0.054, -0.001], [0.014, -0.051, 0.046], [-0.030, 0.098, -0.044], [-0.061, -0.121, 0.028], [0.003, -0.001, 0.002], [-0.003, 0.003, 0.005], [0.005, 0.006, 0.011], [-0.001, -0.022, -0.001], [0.002, 0.009, 0.002], [-0.034, 0.024, 0.007], [0.006, 0.005, -0.015], [0.007, 0.016, -0.014], [0.003, -0.030, 0.000], [0.080, -0.003, 0.026], [0.271, 0.017, -0.114], [-0.130, 0.003, 0.062], [0.031, 0.004, 0.068], [0.002, 0.008, -0.020], [-0.009, -0.011, -0.009], [0.045, 0.050, 0.034], [-0.028, 0.006, -0.033], [0.001, -0.112, -0.127], [-0.135, 0.010, 0.020], [-0.028, 0.019, 0.003], [-0.002, -0.056, 0.010], [-0.028, -0.039, 0.042], [-0.027, 0.081, 0.053], [-0.035, 0.084, -0.094], [-0.040, 0.018, 0.042], [0.002, -0.002, 0.004], [0.017, -0.003, -0.031], [0.007, -0.021, 0.023], [0.021, -0.028, 0.029], [0.010, 0.048, -0.019], [0.021, -0.030, 0.060], [-0.001, 0.018, 0.007], [-0.003, 0.002, -0.006], [0.019, -0.006, -0.020], [0.020, 0.002, -0.045], [-0.007, -0.014, 0.068], [-0.009, -0.009, -0.051], [-0.050, -0.074, -0.018], [-0.011, 0.018, -0.021], [0.001, 0.003, 0.009], [-0.001, 0.003, 0.001], [0.012, -0.008, 0.016], [0.026, -0.026, 0.033], [-0.011, -0.015, -0.006], [-0.001, 0.001, -0.004], [0.002, 0.002, -0.005], [0.008, -0.002, 0.007], [0.006, -0.008, -0.052], [0.004, 0.015, -0.014], [0.003, -0.001, 0.002], [-0.002, 0.002, -0.001], [0.006, 0.002, -0.001], [0.016, -0.042, -0.016], [-0.035, -0.002, 0.005], [-0.004, -0.001, 0.002], [0.000, 0.000, 0.001], [-0.001, 0.001, 0.004], [0.003, -0.006, -0.001], [-0.140, -0.148, 0.069], [0.065, 0.022, 0.001], [-0.051, -0.134, -0.075], [0.035, 0.025, -0.040], [-0.034, 0.012, 0.017], [-0.025, 0.005, 0.014], [-0.022, 0.055, -0.005], [0.050, -0.096, -0.007], [-0.007, 0.054, 0.032], [0.044, -0.084, -0.011], [-0.025, 0.049, -0.002], [0.004, 0.016, 0.007], [-0.005, -0.019, 0.000], [0.002, 0.000, 0.000], [-0.040, 0.024, -0.025], [0.012, -0.020, 0.005], [0.000, -0.022, -0.002]],
  "relative_energy_kcal_mol": 10.2,
  "charge": -1,
  "orbital_gap_ha": 0.2530,
  "e_tot_ha": -3392.39992
}


2.
{
  "formula": "C54H44Br2GeMnN3O2PS",
  "method": "ωB97M-V/def2-TZVPD",
  "symbols": ["Mn", "C", "C", "C", "C", "C", "C", "P", "C", "C", "C", "C", "C", "C", "C", "C", "C", "C", "C", "C", "H", "H", "H", "H", "H", "H", "H", "H", "H", "H", "H", "H", "H", "H", "Br", "C", "C", "C", "N", "C", "C", "C", "C", "C", "Br", "C", "C", "N", "H", "H", "H", "H", "H", "H", "O", "C", "O", "C", "C", "Ge", "C", "C", "C", "C", "C", "C", "C", "C", "C", "C", "C", "C", "C", "C", "C", "C", "C", "C", "H", "H", "H", "H", "H", "H", "H", "H", "H", "H", "H", "H", "H", "H", "H", "H", "H", "H", "H", "S", "C", "N", "C", "C", "C", "C", "H", "H", "H", "H", "H"],
  "xyz": [[-0.5594, 0.1435, -0.1495], [4.4408, -1.7762, 4.9716], [4.6730, -1.7489, 3.5978], [3.7027, -1.2631, 2.7438], [2.4960, -0.7910, 3.2728], [2.2687, -0.8050, 4.6457], [3.2464, -1.3084, 5.4950], [1.2764, -0.1546, 2.1449], [-0.0571, 0.5377, 3.0663], [0.0158, 1.8490, 3.5370], [-0.9950, 2.3324, 4.3507], [-2.0504, 1.5033, 4.7132], [-2.1114, 0.1923, 4.2609], [-1.1181, -0.2934, 3.4271], [0.9244, -1.4273, 0.9494], [1.0608, -2.7369, 1.4980], [1.1451, -3.8050, 0.6429], [1.1559, -3.5800, -0.7457], [0.9973, -2.3170, -1.2695], [0.8028, -1.1971, -0.4443], [5.2013, -2.1642, 5.6364], [5.6097, -2.1118, 3.1971], [3.8829, -1.2536, 1.6735], [1.3388, -0.4348, 5.0585], [3.0714, -1.3312, 6.5618], [0.8514, 2.4861, 3.2769], [-0.9524, 3.3490, 4.7178], [-2.8296, 1.8817, 5.3616], [-2.9346, -0.4468, 4.5498], [-1.1701, -1.3125, 3.0625], [1.1514, -2.9034, 2.5645], [1.2555, -4.8079, 1.0324], [1.2719, -4.4258, -1.4132], [0.9694, -2.1959, -2.3471], [-4.9608, -4.5212, -2.0306], [-3.7636, -3.2268, -1.4212], [-3.1290, -3.3727, -0.2018], [-2.2321, -2.3929, 0.1856], [-1.9652, -1.3142, -0.5480], [-2.6016, -1.1708, -1.7223], [-3.4940, -2.1095, -2.2012], [-2.2425, 0.0527, -2.4951], [-2.9692, 0.4876, -3.5850], [-2.5342, 1.6235, -4.2569], [-3.4938, 2.2555, -5.7252], [-1.3920, 2.2761, -3.8318], [-0.7386, 1.7838, -2.7145], [-1.1567, 0.7071, -2.0500], [-3.3079, -4.2297, 0.4310], [-1.6906, -2.4820, 1.1172], [-3.9640, -1.9961, -3.1664], [-3.8619, -0.0259, -3.9084], [-1.0162, 3.1502, -4.3435], [0.1489, 2.2645, -2.3303], [2.1345, 1.0894, 1.5020], [1.8537, 1.7920, 0.3870], [0.7756, 1.7034, -0.1664], [3.0006, 2.6346, -0.0542], [2.9651, 3.0211, -1.5299], [4.7970, 3.0206, -2.2613], [4.7048, 3.3969, -4.1503], [5.8726, 3.4259, -4.9153], [5.8239, 3.6916, -6.2760], [4.6036, 3.9338, -6.8928], [3.4345, 3.9110, -6.1475], [3.4884, 3.6427, -4.7851], [5.4663, 1.2373, -1.8477], [4.6264, 0.1201, -1.8178], [5.1192, -1.1432, -1.5158], [6.4710, -1.3118, -1.2434], [7.3221, -0.2181, -1.2781], [6.8216, 1.0439, -1.5750], [5.8781, 4.3209, -1.3327], [6.1542, 5.5640, -1.9041], [6.9012, 6.5113, -1.2157], [7.3799, 6.2298, 0.0555], [7.1153, 4.9979, 0.6392], [6.3722, 4.0518, -0.0527], [3.8831, 2.0391, 0.1961], [3.0511, 3.4992, 0.6167], [2.4893, 3.9885, -1.6919], [2.4036, 2.2777, -2.0999], [6.8361, 3.2440, -4.4510], [6.7374, 3.7118, -6.8557], [4.5659, 4.1429, -7.9539], [2.4839, 4.1064, -6.6275], [2.5641, 3.6380, -4.2159], [3.5687, 0.2177, -2.0519], [4.4547, -1.9982, -1.5105], [6.8624, -2.2960, -1.0189], [8.3776, -0.3468, -1.0760], [7.5006, 1.8894, -1.5801], [5.7930, 5.7961, -2.9000], [7.1158, 7.4682, -1.6734], [7.9668, 6.9664, 0.5885], [7.4999, 4.7734, 1.6258], [6.2015, 3.0821, 0.4052], [-2.5212, 1.2921, 0.7578], [-2.6876, 2.9326, 0.2968], [-3.9342, 3.4636, 0.3990], [-4.2717, 4.7419, 0.1063], [-3.3218, 5.6068, -0.3410], [-2.0106, 5.1193, -0.4734], [-1.6962, 3.8211, -0.1624], [-4.6543, 2.8318, 0.7282], [-5.3100, 5.0002, 0.2528], [-3.5827, 6.6269, -0.5760], [-1.2304, 5.7861, -0.8188], [-0.6863, 3.4533, -0.2509]],
  "forces_ev_per_a": [[-0.787, 0.269, -1.047], [0.024, 0.002, -0.019], [-0.009, -0.003, 0.044], [-0.016, -0.030, -0.032], [0.001, 0.095, 0.052], [0.012, -0.033, 0.052], [-0.035, 0.016, -0.044], [0.715, -0.101, 0.028], [-0.167, 0.103, 0.047], [-0.081, -0.001, 0.002], [-0.004, -0.038, -0.008], [-0.010, 0.020, 0.019], [0.014, -0.004, -0.035], [-0.043, 0.043, 0.038], [0.436, -0.283, 0.385], [0.003, -0.005, -0.239], [-0.029, 0.022, -0.127], [0.055, -0.143, 0.105], [-0.093, 0.155, -0.078], [-0.053, -0.022, 0.569], [0.000, -0.002, -0.011], [-0.002, 0.006, 0.005], [-0.026, 0.013, 0.007], [-0.002, 0.008, -0.020], [0.008, 0.005, -0.005], [0.014, -0.014, -0.003], [-0.001, -0.001, -0.004], [0.002, 0.003, -0.002], [0.003, 0.005, 0.004], [0.029, -0.007, -0.002], [0.022, 0.048, 0.017], [-0.008, 0.003, -0.002], [0.012, 0.008, 0.008], [-0.026, 0.019, 0.008], [-0.078, -0.084, -0.032], [0.019, 0.111, -0.105], [0.104, 0.051, 0.107], [-0.039, -0.045, -0.003], [0.086, 0.027, -0.035], [0.129, 0.319, -0.158], [-0.068, -0.119, 0.088], [-0.001, -0.310, 0.225], [0.059, 0.099, -0.097], [-0.052, -0.126, 0.062], [-0.080, 0.062, -0.133], [0.152, 0.007, 0.114], [-0.097, -0.046, -0.143], [0.013, 0.064, 0.150], [-0.014, -0.002, -0.013], [-0.003, -0.011, 0.006], [-0.008, -0.012, 0.015], [0.009, 0.008, -0.013], [-0.017, -0.004, -0.013], [0.014, 0.027, 0.002], [-0.121, -0.376, -0.020], [-0.125, 0.201, -0.099], [0.190, -0.014, 0.214], [-0.012, -0.087, 0.084], [-0.105, 0.011, 0.041], [-0.016, -0.068, -0.061], [-0.010, 0.017, -0.239], [-0.008, 0.020, -0.015], [-0.022, -0.008, 0.019], [-0.001, 0.005, -0.005], [0.027, -0.017, 0.031], [0.000, 0.031, -0.023], [0.116, -0.196, 0.042], [-0.030, 0.014, -0.014], [0.028, 0.061, 0.012], [-0.022, -0.036, -0.016], [-0.007, 0.028, 0.003], [-0.015, -0.010, 0.043], [0.163, 0.202, 0.191], [-0.014, -0.022, 0.022], [-0.007, -0.003, -0.002], [-0.005, -0.013, 0.007], [-0.007, 0.024, -0.035], [0.003, 0.006, -0.005], [0.052, 0.010, -0.011], [-0.016, 0.039, -0.060], [-0.026, 0.004, 0.046], [-0.022, -0.017, 0.009], [-0.013, -0.008, 0.018], [-0.004, -0.002, 0.005], [0.000, 0.000, 0.005], [0.003, -0.004, 0.005], [0.002, -0.009, 0.003], [0.005, 0.030, 0.017], [-0.038, -0.014, 0.002], [-0.009, 0.007, -0.003], [-0.003, 0.009, -0.003], [-0.005, -0.006, -0.025], [0.001, -0.014, -0.004], [-0.007, -0.007, -0.010], [-0.001, -0.003, -0.003], [-0.007, -0.010, -0.003], [-0.006, 0.010, -0.003], [0.026, 0.226, 0.032], [-0.019, -0.049, 0.048], [-0.107, -0.021, 0.039], [0.045, -0.067, 0.012], [-0.022, -0.034, 0.007], [0.020, 0.070, -0.009], [0.039, -0.102, -0.006], [-0.013, -0.001, -0.001], [0.004, 0.022, -0.012], [0.025, 0.000, -0.006], [-0.005, -0.006, -0.003], [0.014, 0.006, 0.004]],
  "relative_energy_kcal_mol": 7.9,
  "charge": 2,
  "s_squared": 0.96,
  "orbital_gap_ha": [0.2753, 0.2707],
  "multiplicity": 2,
  "e_tot_ha": -11513.96339
}